No. 1
The following is a quantum chemistry calculation of a cluster of 2 separate species, C5H15NO in total in a non-equilibrium geometry, from OMol25.

As for the total energy: -329.438304 Ha. The value obtained for the relative energy (zero: lowest compared OMol25 entry of this formula, charge and spin) is 181.9 kJ/mol. Its total charge is 0. The structure (SMILES) is CCCNCC.O. The HOMO energy is -8.508 eV. Its gap between HOMO and LUMO is 9.4 eV.

```
22
Properties=species:S:1:pos:R:3:mulliken_charge:R:1
C 0.454 1.975 1.072 -1.112
C 1.209 1.721 -0.212 -0.268
C 1.487 0.206 -0.718 -0.605
N 0.334 -0.679 -0.851 -0.183
C -0.995 -0.503 -0.240 -0.565
C -1.862 0.584 -0.980 -1.077
H 0.735 2.950 1.571 0.304
H -0.625 1.916 0.969 0.278
H 0.601 1.088 1.727 0.283
H 2.318 2.027 -0.073 0.296
H 0.677 2.293 -0.935 0.327
H 1.903 0.294 -1.733 0.306
H 2.218 -0.284 0.017 0.235
H 0.131 -0.837 -1.818 0.261
H -0.756 -0.136 0.711 0.208
H -1.510 -1.455 -0.129 0.483
H -2.931 0.612 -0.695 0.327
H -1.744 0.276 -2.050 0.328
H -1.439 1.591 -0.836 0.202
O -0.484 -2.990 1.603 -0.630
H -0.049 -2.177 1.749 0.283
H 0.240 -3.386 1.119 0.322
```



No. 2
The following is a quantum chemistry calculation of a cluster of 2 separate species, C5H15NO in total in a non-equilibrium geometry, from OMol25.

As for the total energy: -329.486583 Ha. The value obtained for the relative energy (zero: lowest compared OMol25 entry of this formula, charge and spin) is 55.2 kJ/mol. Its total charge is 0. The structure (SMILES) is CC[C@H](C)NC.O. The HOMO energy is -9.029 eV. Its gap between HOMO and LUMO is 10.0 eV.

```
22
Properties=species:S:1:pos:R:3:mulliken_charge:R:1
C 1.540 0.143 -2.104 -1.278
C 1.157 0.194 -0.625 -0.346
C -0.337 0.391 -0.395 0.223
C -0.721 1.867 -0.528 -1.572
N -0.745 -0.156 0.895 -0.331
C -1.616 -1.335 0.819 -1.033
H 1.282 1.064 -2.618 0.297
H 2.615 0.019 -2.242 0.374
H 1.019 -0.654 -2.638 0.339
H 1.723 0.990 -0.152 0.269
H 1.478 -0.734 -0.140 0.269
H -0.884 -0.146 -1.172 0.278
H -1.796 2.026 -0.482 0.383
H -0.368 2.215 -1.494 0.387
H -0.248 2.427 0.272 0.399
H -1.152 0.458 1.589 0.246
H -2.125 -1.508 1.774 0.343
H -2.411 -1.217 0.063 0.384
H -1.044 -2.214 0.532 0.325
O 1.072 -1.617 2.828 -0.688
H 0.456 -1.172 2.224 0.435
H 1.106 -1.040 3.595 0.296
```



No. 3
The following is a quantum chemistry calculation of a cluster of 2 separate species, C5H15NO in total in a non-equilibrium geometry, from OMol25.

As for the total energy: -329.450515 Ha. The value obtained for the relative energy (zero: lowest compared OMol25 entry of this formula, charge and spin) is 149.9 kJ/mol. Its total charge is 0. The structure (SMILES) is CC(C)N(C)C.O. The HOMO energy is -8.702 eV. Its gap between HOMO and LUMO is 9.5 eV.

```
22
Properties=species:S:1:pos:R:3:mulliken_charge:R:1
C -1.515 0.951 0.724 -1.429
C -1.119 0.431 -0.631 0.584
C -1.108 1.442 -1.798 -1.431
N -0.034 -0.546 -0.723 0.015
C -0.235 -1.675 0.202 -1.108
C 1.316 -0.016 -0.499 -0.911
H -0.947 1.805 1.119 0.329
H -1.478 0.243 1.557 0.371
H -2.544 1.307 0.753 0.412
H -1.914 -0.198 -1.069 0.153
H -1.088 0.836 -2.714 0.395
H -2.058 1.975 -1.795 0.375
H -0.279 2.124 -1.978 0.333
H 0.493 -2.433 -0.110 0.379
H 0.090 -1.477 1.233 0.355
H -1.235 -2.061 0.086 0.342
H 2.057 -0.763 -0.760 0.317
H 1.477 0.324 0.535 0.349
H 1.401 0.899 -1.087 0.234
O 2.824 -0.976 2.756 -0.632
H 3.620 -1.175 2.249 0.324
H 2.277 -1.017 1.949 0.246
```



No. 4
The following is a quantum chemistry calculation of a cluster of 2 separate species, C5H15NO in total in a non-equilibrium geometry, from OMol25.

As for the total energy: -329.446739 Ha. The value obtained for the relative energy (zero: lowest compared OMol25 entry of this formula, charge and spin) is 159.8 kJ/mol. Its total charge is 0. The structure (SMILES) is CCCN(C)C.O. The HOMO energy is -8.414 eV. Its gap between HOMO and LUMO is 9.3 eV.

```
22
Properties=species:S:1:pos:R:3:mulliken_charge:R:1
C -1.039 1.025 2.656 -1.346
C -0.561 -0.036 1.670 -0.359
C -0.445 0.451 0.223 -0.125
N 0.927 0.419 -0.282 -0.071
C 1.556 -0.884 -0.487 -1.116
C 1.004 1.182 -1.560 -1.028
H -0.194 1.559 3.092 0.309
H -1.696 1.758 2.196 0.356
H -1.609 0.660 3.505 0.366
H -1.194 -0.935 1.723 0.349
H 0.360 -0.470 2.074 0.310
H -0.783 1.483 0.210 0.549
H -1.112 -0.125 -0.423 -0.351
H 2.544 -0.604 -0.842 0.424
H 1.137 -1.555 -1.247 0.345
H 1.573 -1.484 0.426 0.309
H 1.920 1.749 -1.492 0.314
H 1.150 0.482 -2.391 0.281
H 0.106 1.750 -1.758 0.435
O -1.148 -1.791 -1.927 -0.635
H -0.781 -2.044 -1.068 0.367
H -1.871 -1.221 -1.642 0.317
```